Entry 1:
{"formula": "C8H27CoO7V", "method": "the ωB97M-V functional and the def2-TZVPD basis", "lumo_energy_ha": [-0.154, -0.153], "total_energy_ev": -86375.271, "relative_energy_kj_mol": 0.0, "gap_ev": [8.09, 8.31], "multiplicity": 7, "homo_ev": [-12.295, -12.470], "total_charge": 1, "species": ["Co", "V", "O", "H", "O", "H", "O", "H", "C", "C", "O", "H", "H", "H", "H", "H", "H", "C", "C", "O", "H", "H", "H", "H", "H", "H", "C", "C", "O", "H", "H", "H", "H", "H", "H", "C", "C", "O", "H", "H", "H", "H", "H", "H"], "coordinates": [[-0.933, -1.004, -0.690], [-1.973, 0.365, 1.929], [-0.753, 0.769, 0.263], [-0.317, 1.501, -0.175], [-2.416, -1.238, 0.679], [-3.239, -1.685, 0.475], [0.505, -1.959, 0.242], [1.093, -1.250, 0.530], [3.897, 2.222, 0.807], [2.877, 1.164, 1.144], [1.669, 1.752, 1.673], [3.932, 2.988, 1.580], [3.620, 2.739, -0.116], [4.880, 1.772, 0.670], [3.254, 0.478, 1.908], [2.639, 0.550, 0.266], [0.947, 1.554, 1.072], [1.651, 1.584, -2.707], [0.650, 0.528, -3.141], [0.543, -0.558, -2.187], [1.750, 2.345, -3.479], [2.627, 1.137, -2.507], [1.321, 2.085, -1.792], [0.921, 0.147, -4.129], [-0.343, 0.969, -3.215], [1.389, -1.016, -2.116], [-4.785, -0.610, -2.012], [-3.515, 0.218, -2.002], [-2.341, -0.571, -2.310], [-5.633, 0.037, -1.776], [-4.749, -1.413, -1.276], [-4.992, -1.069, -2.980], [-3.345, 0.605, -1.002], [-3.589, 1.044, -2.709], [-2.352, -0.775, -3.251], [1.426, -1.659, 3.950], [-0.054, -1.809, 3.758], [-0.507, -1.130, 2.568], [1.965, -2.367, 3.320], [1.677, -1.906, 4.982], [1.730, -0.640, 3.721], [-0.620, -1.436, 4.615], [-0.363, -2.855, 3.676], [-0.139, -1.603, 1.741]], "atomic_forces_ev_per_a": [[0.291, -0.465, 0.195], [1.874, -2.139, -1.643], [-0.635, 0.383, 0.806], [-0.343, 0.235, -0.039], [-0.357, 0.990, 0.330], [-0.065, -0.003, 0.125], [-0.609, 0.438, 0.424], [0.421, -0.104, -0.330], [-0.167, 0.212, -0.378], [-0.453, -0.166, 0.436], [0.350, 0.002, -0.221], [0.123, -0.156, 0.180], [0.060, -0.051, 0.006], [0.054, 0.082, 0.037], [0.070, 0.088, -0.022], [0.023, 0.065, 0.001], [0.019, -0.258, 0.197], [-0.212, -0.167, 0.305], [0.176, 0.197, 0.054], [0.044, 0.494, -0.649], [0.087, -0.023, -0.047], [0.047, 0.071, -0.115], [0.043, -0.028, -0.014], [-0.051, -0.205, 0.124], [-0.053, -0.144, 0.059], [-0.097, -0.101, 0.165], [-0.084, 0.005, -0.018], [-0.292, -0.327, -0.058], [-0.169, 0.164, 0.111], [0.025, -0.048, 0.017], [0.039, 0.032, 0.032], [0.122, 0.088, -0.057], [0.118, 0.149, -0.026], [0.098, 0.049, 0.045], [0.190, -0.180, 0.052], [0.161, -0.324, 0.134], [-0.701, -0.285, 0.033], [-0.370, 0.611, -0.014], [0.076, 0.165, -0.145], [0.092, 0.120, -0.003], [0.098, 0.049, 0.087], [0.052, 0.382, -0.159], [0.194, -0.001, -0.083], [-0.289, 0.106, 0.067]], "nbo_charge": [1.579, 1.582, -1.254, 0.481, -1.228, 0.485, -1.190, 0.443, -0.632, -0.064, -0.748, 0.227, 0.200, 0.220, 0.172, 0.148, 0.468, -0.634, -0.068, -0.783, 0.237, 0.217, 0.196, 0.186, 0.183, 0.511, -0.638, -0.064, -0.787, 0.232, 0.206, 0.222, 0.181, 0.186, 0.505, -0.647, -0.056, -0.847, 0.222, 0.229, 0.224, 0.174, 0.187, 0.537]}

Entry 2:
{"formula": "C6H16N2", "method": "the ωB97M-V functional and the def2-TZVPD basis", "lumo_energy_ha": 0.038, "total_energy_ev": -9460.810, "smiles": "C/C=C/N.CCNC", "relative_energy_kj_mol": 122.0, "gap_ev": 9.10, "homo_ev": -8.060, "total_charge": 0, "species": ["C", "C", "C", "N", "H", "H", "H", "H", "H", "H", "H", "C", "C", "N", "C", "H", "H", "H", "H", "H", "H", "H", "H", "H"], "coordinates": [[-2.517, -2.254, -0.762], [-2.867, -0.808, -0.911], [-2.093, 0.201, -0.525], [-2.344, 1.554, -0.774], [-1.654, -2.369, -0.102], [-3.330, -2.842, -0.337], [-2.253, -2.708, -1.721], [-3.830, -0.557, -1.349], [-1.176, -0.003, 0.015], [-2.084, 2.167, -0.013], [-3.290, 1.743, -1.078], [1.550, -1.333, 0.766], [1.536, 0.159, 0.461], [2.869, 0.737, 0.589], [2.844, 2.191, 0.692], [0.644, -1.820, 0.407], [1.670, -1.530, 1.827], [2.398, -1.771, 0.231], [0.890, 0.710, 1.152], [1.108, 0.311, -0.542], [3.413, 0.497, -0.232], [3.863, 2.573, 0.676], [2.267, 2.675, -0.109], [2.389, 2.477, 1.640]], "atomic_forces_ev_per_a": [[0.247, -0.020, 0.040], [-0.181, 0.194, 0.081], [-0.234, -0.239, 0.108], [0.010, 0.124, 0.130], [0.008, -0.022, -0.020], [-0.096, 0.023, 0.009], [-0.059, -0.011, 0.012], [0.026, -0.099, -0.201], [0.141, 0.085, -0.101], [0.003, -0.023, -0.069], [0.093, -0.022, 0.013], [0.158, 0.181, -0.259], [-0.051, 0.029, -0.011], [0.041, 0.170, -0.075], [-0.142, -0.124, -0.048], [-0.056, -0.016, 0.050], [0.068, 0.000, 0.064], [-0.081, -0.135, 0.093], [-0.055, -0.155, 0.053], [0.041, 0.115, 0.004], [0.030, -0.169, 0.091], [0.020, 0.053, -0.004], [0.054, 0.041, -0.027], [0.016, 0.023, 0.066]], "nbo_charge": [-0.624, -0.283, -0.002, -0.814, 0.204, 0.209, 0.208, 0.183, 0.180, 0.370, 0.368, -0.607, -0.223, -0.620, -0.411, 0.203, 0.211, 0.205, 0.180, 0.166, 0.347, 0.201, 0.162, 0.188]}

Entry 3:
{"formula": "C36H26N4O5PSTa", "method": "the ωB97M-V functional and the def2-TZVPD basis", "lumo_energy_ha": -0.269, "total_energy_ev": -75618.900, "gap_ev": 6.37, "homo_ev": -13.680, "total_charge": 2, "species": ["Ta", "O", "C", "N", "C", "C", "C", "C", "C", "C", "N", "C", "O", "C", "C", "C", "C", "C", "N", "C", "C", "C", "C", "C", "N", "H", "H", "H", "H", "H", "H", "H", "H", "H", "H", "H", "H", "O", "S", "O", "O", "C", "C", "C", "C", "C", "C", "P", "C", "C", "C", "C", "C", "C", "C", "C", "C", "C", "C", "C", "H", "H", "H", "H", "H", "H", "H", "H", "H", "H", "H", "H", "H", "H"], "coordinates": [[-0.089, -0.219, 0.371], [0.604, -3.797, 2.349], [0.472, -2.635, 2.081], [0.813, -1.977, 0.911], [1.725, -2.502, -0.038], [2.223, -3.799, -0.102], [3.115, -4.111, -1.113], [3.481, -3.163, -2.062], [3.000, -1.866, -1.996], [2.146, -1.530, -0.953], [1.638, -0.230, -0.660], [2.377, 0.912, -0.961], [3.350, 0.976, -1.656], [1.835, 2.110, -0.242], [2.430, 3.340, -0.390], [1.884, 4.427, 0.278], [0.746, 4.232, 1.045], [0.202, 2.967, 1.134], [0.747, 1.901, 0.525], [-0.112, -1.658, 3.064], [-0.370, -2.024, 4.361], [-0.894, -1.073, 5.228], [-1.168, 0.196, 4.739], [-0.905, 0.480, 3.415], [-0.359, -0.421, 2.581], [1.919, -4.538, 0.622], [3.522, -5.112, -1.170], [4.163, -3.433, -2.857], [3.309, -1.123, -2.714], [3.300, 3.418, -1.027], [2.329, 5.409, 0.189], [0.266, 5.050, 1.561], [-0.716, 2.814, 1.678], [-0.149, -3.039, 4.663], [-1.092, -1.321, 6.262], [-1.589, 0.965, 5.371], [-1.148, 1.447, 3.009], [-1.885, 0.864, 0.726], [-2.172, 1.308, -0.708], [-2.427, 2.690, -0.857], [-0.928, 0.771, -1.363], [-3.500, 0.340, -1.274], [-4.647, 0.978, -1.718], [-5.700, 0.203, -2.178], [-5.593, -1.181, -2.186], [-4.435, -1.805, -1.734], [-3.366, -1.050, -1.274], [-1.868, -1.921, -0.706], [-2.494, -3.157, 0.450], [-2.936, -2.675, 1.684], [-3.479, -3.544, 2.614], [-3.581, -4.898, 2.317], [-3.166, -5.375, 1.083], [-2.628, -4.508, 0.141], [-1.159, -2.655, -2.188], [-1.328, -2.000, -3.409], [-0.710, -2.494, -4.545], [0.080, -3.633, -4.468], [0.260, -4.278, -3.252], [-0.348, -3.788, -2.108], [-4.706, 2.058, -1.705], [-6.603, 0.682, -2.531], [-6.415, -1.785, -2.545], [-4.368, -2.886, -1.744], [-2.891, -1.612, 1.904], [-3.834, -3.168, 3.565], [-4.002, -5.580, 3.044], [-3.267, -6.425, 0.845], [-2.330, -4.887, -0.826], [-1.948, -1.115, -3.480], [-0.851, -1.993, -5.493], [0.557, -4.018, -5.359], [0.876, -5.166, -3.191], [-0.190, -4.289, -1.163]], "atomic_forces_ev_per_a": [[0.020, -0.345, -0.157], [0.138, -0.008, -0.059], [-0.106, 0.097, 0.167], [-0.133, 0.147, -0.120], [0.028, 0.055, -0.004], [-0.031, -0.030, 0.083], [0.015, -0.024, -0.023], [0.005, 0.010, -0.013], [0.013, 0.077, -0.013], [0.040, -0.067, 0.026], [-0.125, -0.067, -0.052], [-0.047, 0.076, 0.023], [0.014, -0.064, -0.019], [-0.019, -0.047, 0.013], [0.011, 0.040, -0.009], [-0.012, -0.025, 0.004], [0.046, 0.076, -0.019], [-0.036, -0.089, 0.010], [0.075, 0.067, 0.030], [0.029, 0.019, -0.105], [-0.015, -0.020, 0.078], [0.006, 0.013, -0.041], [0.000, -0.047, 0.072], [-0.007, 0.050, -0.056], [-0.111, -0.084, 0.095], [0.000, -0.005, -0.014], [-0.010, 0.005, 0.011], [-0.001, 0.008, 0.007], [-0.004, -0.008, 0.001], [0.003, 0.010, 0.004], [-0.004, -0.002, 0.002], [0.006, 0.001, -0.002], [0.002, -0.035, 0.004], [-0.005, 0.008, 0.008], [0.000, 0.006, -0.004], [0.003, -0.003, -0.001], [0.008, -0.008, -0.026], [-0.028, -0.021, 0.288], [-0.183, 0.186, -0.027], [0.009, 0.014, -0.014], [0.194, -0.101, -0.226], [0.046, -0.006, 0.025], [0.037, 0.076, 0.024], [-0.050, -0.111, -0.023], [0.000, 0.057, 0.000], [-0.004, 0.013, 0.010], [-0.005, -0.015, 0.005], [0.132, 0.077, 0.047], [-0.011, 0.010, -0.058], [0.015, -0.002, 0.003], [0.004, 0.018, 0.006], [-0.001, -0.004, -0.009], [-0.001, -0.003, -0.009], [0.020, 0.031, 0.025], [0.055, 0.012, 0.068], [-0.042, 0.003, -0.018], [0.006, 0.004, -0.017], [0.002, 0.009, 0.018], [0.004, -0.002, -0.008], [-0.031, 0.005, -0.014], [0.005, -0.014, -0.001], [-0.001, -0.010, -0.002], [-0.004, 0.010, -0.002], [-0.010, -0.001, -0.003], [0.010, 0.007, 0.022], [0.002, -0.003, -0.007], [0.002, 0.003, -0.004], [0.004, 0.006, 0.004], [0.013, -0.013, -0.009], [0.014, -0.009, -0.008], [0.007, 0.001, 0.003], [-0.009, -0.007, 0.004], [0.003, 0.007, 0.003], [0.001, -0.015, 0.004]], "lowdin_charge": [1.864, 0.155, -0.434, -0.078, -0.225, -0.014, -0.054, -0.046, 0.012, -0.199, -0.062, -0.402, 0.165, -0.164, 0.054, 0.022, 0.004, -0.097, -0.012, -0.182, 0.046, 0.022, 0.004, -0.083, -0.021, 0.113, 0.120, 0.121, 0.118, 0.141, 0.134, 0.130, 0.097, 0.143, 0.135, 0.130, 0.095, -0.462, 0.590, -0.190, -0.419, -0.285, -0.013, -0.015, -0.010, -0.038, -0.315, 1.063, -0.359, -0.107, -0.053, -0.038, -0.037, -0.065, -0.343, -0.072, -0.044, -0.037, -0.049, -0.102, 0.129, 0.128, 0.127, 0.126, 0.100, 0.116, 0.121, 0.122, 0.106, 0.110, 0.119, 0.121, 0.120, 0.100]}